1.
{
  "formula": "H26HeO13",
  "method": "wB97M-V/def2-TZVPD",
  "total_charge": 0,
  "e_above_lowest_kcal_mol": 42.2,
  "mol_weight_g_mol": 238.20,
  "spin_multiplicity": 1,
  "gap_ev": 10.446,
  "homo_energy_ev": -10.4,
  "elements": ["He", "O", "H", "H", "O", "H", "H", "O", "H", "H", "O", "H", "H", "O", "H", "H", "O", "H", "H", "O", "H", "H", "O", "H", "H", "O", "H", "H", "O", "H", "H", "O", "H", "H", "O", "H", "H", "O", "H", "H"],
  "xyz": [[-24.41139, -0.16367, 4.97141], [-22.41203, -2.61258, 2.40108], [-22.60093, -2.78042, 1.47784], [-23.26208, -2.67957, 2.83600], [-24.54865, -2.39901, 6.98813], [-25.35965, -1.89233, 7.03047], [-24.02771, -2.08014, 7.72512], [-24.10105, -0.02975, 1.60806], [-24.70873, 0.48157, 2.14239], [-24.66350, -0.52626, 1.01362], [-24.49035, 2.00979, 8.45310], [-23.76002, 2.22719, 9.03240], [-24.26277, 2.41651, 7.61702], [-20.87341, -1.72452, 5.66241], [-20.60430, -2.61428, 5.43410], [-20.10682, -1.34463, 6.09165], [-21.90412, 0.29059, 3.93358], [-21.52876, -0.48948, 4.34202], [-22.34537, -0.03749, 3.15006], [-24.85179, -2.38082, 3.99571], [-25.30958, -3.16162, 3.68422], [-24.62829, -2.58034, 4.90481], [-25.19440, 2.37530, 2.97972], [-25.66275, 2.57733, 2.16973], [-25.66942, 2.85571, 3.65781], [-27.62404, 1.02631, 5.98564], [-28.55965, 0.83635, 5.91656], [-27.50039, 1.29564, 6.89580], [-27.30410, -1.01329, 2.11496], [-26.73198, -0.53463, 2.71478], [-26.70490, -1.45926, 1.51635], [-27.41357, -1.48799, 6.92382], [-28.12744, -1.27573, 7.52513], [-27.33745, -0.71796, 6.36035], [-22.56207, 3.81823, 3.78845], [-23.02338, 2.98856, 3.91116], [-22.77648, 4.08197, 2.89362], [-21.68156, 1.44851, 6.78673], [-21.46164, 0.71928, 7.36646], [-21.83549, 1.03991, 5.93491]],
  "atomic_forces_ev_per_a": [[-0.04, 0.13, 0.07], [0.58, -0.19, -0.15], [0.10, 0.03, -0.22], [-0.54, 0.27, 0.51], [0.26, -0.31, -0.26], [-0.68, 0.13, 0.12], [0.24, 0.07, 0.04], [0.20, -0.08, -0.20], [-0.07, 0.39, 0.44], [0.02, -0.11, -0.20], [-0.50, -0.12, 0.17], [0.21, 0.04, 0.06], [0.29, 0.00, -0.27], [-0.15, 0.10, 0.16], [-0.04, -0.29, -0.20], [0.27, 0.18, 0.09], [0.04, 0.67, 0.19], [0.18, -0.54, 0.14], [-0.28, -0.16, -0.37], [-0.01, -0.01, -0.74], [-0.31, -0.22, 0.01], [0.25, 0.06, 0.80], [0.12, -0.30, -0.09], [-0.10, 0.15, -0.30], [-0.13, 0.06, 0.32], [0.12, 0.14, -0.37], [-0.40, 0.12, -0.18], [0.21, 0.26, 0.36], [-0.33, 0.09, -0.19], [0.22, 0.01, 0.38], [0.08, -0.19, -0.07], [0.22, -0.82, 0.26], [-0.08, -0.11, 0.23], [0.11, 0.49, -0.39], [0.15, 0.39, 0.26], [-0.03, -0.38, -0.08], [-0.06, -0.02, -0.19], [0.08, 0.31, 0.42], [-0.05, -0.16, 0.15], [-0.16, -0.10, -0.71]]
}

---

2.
{
  "formula": "C23H25N2O3S",
  "method": "wB97M-V/def2-TZVPD",
  "total_charge": -1,
  "mol_weight_g_mol": 409.53,
  "spin_multiplicity": 1,
  "gap_ev": 5.926,
  "homo_energy_ev": -3.3,
  "elements": ["C", "C", "C", "C", "C", "O", "C", "C", "H", "H", "H", "H", "H", "H", "H", "C", "C", "C", "C", "C", "S", "N", "C", "C", "C", "C", "C", "N", "C", "C", "C", "C", "O", "O", "C", "C", "H", "H", "H", "H", "H", "H", "H", "H", "H", "H", "H", "H", "H", "H", "H", "H", "H", "H"],
  "xyz": [[-6.65441, -0.36980, -1.76210], [-5.15581, -0.31379, -1.74563], [-4.40672, -1.50162, -1.75491], [-3.03034, -1.48254, -1.67976], [-2.30848, -0.25958, -1.41012], [-1.11045, -0.25546, -0.97059], [-3.08282, 0.94558, -1.64101], [-4.45840, 0.90775, -1.72706], [-7.08292, 0.63653, -1.76274], [-7.02392, -0.90469, -2.64648], [-7.03744, -0.90448, -0.88247], [-4.93242, -2.45799, -1.82153], [-2.44060, -2.39417, -1.73160], [-2.53856, 1.88658, -1.65525], [-5.03180, 1.83828, -1.77920], [6.78345, -1.65999, -3.83376], [5.53325, -1.90066, -3.03627], [5.56972, -2.75737, -1.93165], [4.42027, -3.01006, -1.18765], [3.21898, -2.38454, -1.54362], [1.70907, -2.77948, -0.65343], [1.35208, -1.27662, 0.11717], [0.12182, -1.04848, 0.50297], [-0.05006, 0.01050, 1.50680], [-1.15520, 0.01511, 2.37209], [-1.36787, 1.09060, 3.22080], [-0.46869, 2.18209, 3.23439], [-0.73084, 3.31109, 4.02325], [-0.27668, 3.44150, 5.39046], [-1.58253, 4.39037, 3.57151], [0.68731, 2.12073, 2.41708], [0.90382, 1.03058, 1.57788], [0.66965, -3.06412, -1.61431], [2.07073, -3.73411, 0.36215], [3.16428, -1.52590, -2.64373], [4.32327, -1.28469, -3.37809], [6.58466, -0.97883, -4.66548], [7.57335, -1.22310, -3.20997], [7.17879, -2.59850, -4.24265], [6.51187, -3.23512, -1.65766], [4.44847, -3.68355, -0.33552], [-0.63834, -1.83787, 0.49870], [-1.83774, -0.83572, 2.35943], [-2.23765, 1.12193, 3.87917], [0.32034, 2.56929, 5.67741], [0.33298, 4.35037, 5.49916], [-1.13585, 3.53366, 6.07209], [-1.91813, 4.20260, 2.54575], [-2.45936, 4.48933, 4.22867], [-1.03108, 5.34152, 3.60340], [1.39182, 2.95323, 2.44435], [1.79854, 0.96670, 0.95580], [2.22158, -1.05786, -2.91747], [4.29501, -0.61521, -4.23877]],
  "atomic_forces_ev_per_a": [[-0.16, -0.11, 0.00], [0.33, 0.10, 0.07], [-0.22, 0.44, -0.19], [0.62, 0.42, 0.45], [-1.35, -0.15, -0.13], [0.60, 0.83, -0.84], [0.92, -0.54, 0.45], [-0.45, -0.60, -0.22], [-0.03, -0.10, -0.01], [-0.06, 0.11, 0.08], [-0.06, 0.12, -0.10], [0.11, 0.17, -0.07], [-0.09, 0.01, 0.17], [-0.09, -0.03, 0.19], [0.17, -0.18, -0.04], [0.17, 0.05, -0.11], [-0.27, -0.06, 0.23], [-0.22, 0.08, -0.07], [-0.23, 0.26, -0.09], [0.11, -0.07, -0.12], [-1.19, 2.37, 0.64], [0.19, -1.00, -0.84], [0.93, -2.22, 0.66], [-0.21, 0.73, 0.01], [0.35, -0.07, -0.45], [0.49, 0.53, 0.10], [0.19, -1.06, -0.81], [-0.03, 0.76, 0.56], [-0.07, -0.17, -0.49], [0.25, -0.42, -0.03], [-0.59, -0.18, 0.37], [-0.25, 0.31, 0.21], [0.53, -0.47, 0.13], [0.02, -0.23, -0.15], [0.11, -0.15, 0.20], [0.11, -0.15, 0.11], [0.09, -0.08, 0.08], [-0.14, -0.04, -0.11], [-0.09, 0.16, 0.05], [-0.23, 0.08, -0.05], [-0.11, 0.13, -0.13], [0.21, 0.27, -0.11], [0.04, 0.30, -0.11], [0.21, 0.00, -0.17], [-0.12, 0.20, -0.05], [0.05, -0.07, 0.16], [0.10, -0.05, 0.12], [0.07, 0.06, 0.24], [-0.07, 0.07, -0.12], [-0.14, 0.05, -0.09], [-0.17, -0.19, 0.03], [-0.39, 0.03, 0.11], [0.12, -0.09, 0.09], [-0.04, -0.15, 0.20]]
}

---

3.
{
  "formula": "C17H16IrN3O11P2",
  "method": "wB97M-V/def2-TZVPD",
  "total_charge": 1,
  "e_above_lowest_kcal_mol": 22.6,
  "mol_weight_g_mol": 692.49,
  "spin_multiplicity": 2,
  "gap_ev": [6.803, 5.495],
  "homo_energy_ev": [-12.7, -12.7],
  "elements": ["Ir", "O", "C", "O", "C", "C", "C", "C", "C", "C", "N", "C", "C", "C", "C", "C", "C", "N", "H", "H", "H", "H", "H", "H", "H", "H", "H", "H", "O", "P", "O", "O", "O", "P", "O", "O", "O", "H", "H", "O", "C", "C", "C", "C", "O", "N", "H", "H", "H", "H"],
  "xyz": [[1.10771, -0.41932, -0.37862], [-5.35854, 4.17810, 0.64089], [-4.27620, 3.67175, 1.22782], [-4.13585, 3.66884, 2.41802], [-3.22619, 3.03236, 0.36439], [-3.53657, 2.25958, -0.75101], [-2.55079, 1.53624, -1.39191], [-1.23152, 1.55520, -0.91529], [-0.91387, 2.41169, 0.15001], [-1.90491, 3.10208, 0.80504], [-0.25072, 0.71094, -1.44530], [-0.28863, 0.37333, -2.71579], [0.70420, -0.50317, -3.21702], [0.78496, -0.93743, -4.54353], [1.78907, -1.81172, -4.90807], [2.70224, -2.23378, -3.95102], [2.57414, -1.77304, -2.64844], [1.61437, -0.92617, -2.30038], [-5.31928, 4.16244, -0.32216], [-4.55589, 2.16857, -1.10482], [-2.81524, 0.87852, -2.20839], [0.12232, 2.54682, 0.42711], [-1.68311, 3.73297, 1.65407], [-1.01488, 0.83392, -3.37135], [0.04310, -0.58974, -5.24814], [1.86485, -2.16599, -5.92609], [3.50500, -2.90922, -4.20394], [3.26212, -2.08191, -1.87258], [2.95124, -1.54756, 2.79692], [2.68235, -2.41640, 1.48376], [3.59340, -3.54477, 1.35483], [2.66671, -1.41515, 0.29086], [1.12540, -2.73302, 1.70814], [0.26385, -3.24704, 0.41842], [-0.89643, -4.05748, 1.08158], [1.13070, -3.97894, -0.51088], [-0.36367, -1.98464, -0.24607], [3.75404, -1.88036, 3.22422], [-1.52151, -3.49976, 1.57210], [-1.24044, -1.07287, 2.27986], [-0.31638, -0.31997, 2.42400], [0.13527, 0.29000, 3.75106], [1.38732, 1.11345, 3.42093], [1.52943, 0.96654, 1.93349], [2.36157, 1.41066, 1.16299], [0.51472, 0.18505, 1.42522], [0.32638, -0.50892, 4.46557], [-0.69599, 0.88873, 4.12466], [2.28429, 0.71180, 3.88904], [1.31587, 2.16880, 3.68579]],
  "atomic_forces_ev_per_a": [[-1.15, -1.01, 2.64], [-0.40, 0.17, 0.00], [0.44, -0.37, 0.30], [-0.18, 0.26, -0.14], [0.03, -0.32, -0.16], [-0.02, 0.36, 0.11], [0.67, -0.51, 0.10], [-1.34, 1.10, 0.77], [0.27, -0.35, -0.44], [-0.29, 0.32, -0.16], [0.07, -1.45, -2.21], [-0.40, 1.45, 1.80], [1.12, -1.34, -1.03], [-0.55, 0.61, 0.81], [0.52, -0.33, 0.13], [-0.36, 0.23, -0.36], [0.40, -0.12, 0.15], [-0.40, -0.08, -0.28], [0.15, -0.01, -0.01], [-0.02, 0.01, 0.03], [-0.11, -0.07, 0.04], [0.00, -0.06, 0.10], [0.07, -0.02, 0.04], [-0.01, 0.01, -0.09], [0.02, -0.01, -0.08], [-0.02, 0.00, -0.03], [0.01, -0.05, 0.06], [-0.12, -0.03, 0.08], [-0.10, 0.18, -0.16], [0.62, -1.53, 0.86], [-0.06, 0.35, -0.01], [-0.68, 1.08, -0.75], [-0.29, 0.12, -0.23], [1.29, -1.45, -0.66], [-0.33, 0.38, -0.07], [-0.33, -0.01, 0.33], [1.15, 2.94, -0.44], [-0.03, 0.05, 0.02], [0.01, -0.07, 0.04], [0.26, 0.22, -0.24], [-0.83, -0.22, 1.23], [0.07, 0.07, -0.31], [0.05, 0.03, 0.07], [-0.11, 0.30, 0.56], [-0.06, -0.16, -0.57], [0.95, -0.72, -1.78], [-0.05, -0.02, -0.06], [0.04, 0.00, 0.06], [0.03, 0.06, -0.02], [0.00, -0.01, -0.03]]
}

---

4.
{
  "formula": "C5H12NO2",
  "method": "wB97M-V/def2-TZVPD",
  "smiles": "[O-]CNCCCCO",
  "total_charge": -1,
  "e_above_lowest_kcal_mol": 107.4,
  "mol_weight_g_mol": 118.16,
  "spin_multiplicity": 1,
  "gap_ev": 5.972,
  "homo_energy_ev": -2.6,
  "elements": ["O", "C", "N", "C", "C", "C", "C", "O", "H", "H", "H", "H", "H", "H", "H", "H", "H", "H", "H", "H"],
  "xyz": [[2.38190, -0.96825, 2.16378], [1.18354, -1.15034, 2.67320], [0.17740, -0.42041, 1.85194], [0.57244, -0.54771, 0.40611], [0.07182, 0.52056, -0.48285], [-1.37447, 0.15897, -1.04528], [-1.56003, 0.44980, -2.45207], [-1.40844, 1.87993, -2.86975], [0.90104, -2.26817, 2.68249], [1.06324, -0.77472, 3.76775], [0.25683, 0.51180, 2.23956], [0.27796, -1.61143, 0.06314], [1.72155, -0.60236, 0.45288], [0.18366, 1.52022, -0.08200], [0.97292, 0.58279, -1.28814], [-1.20666, -1.07647, -1.02413], [-2.24271, 0.43447, -0.40698], [-2.62690, 0.35547, -2.84412], [-0.95547, -0.24414, -3.10784], [-0.73471, 2.23437, -2.36314]],
  "atomic_forces_ev_per_a": [[1.42, -0.17, 0.82], [0.61, -0.85, 0.28], [-1.25, -0.59, -0.50], [1.89, -1.46, 2.48], [0.88, 0.14, -2.58], [1.97, -3.25, 1.60], [-1.93, 1.31, -3.88], [-1.66, -2.37, -0.88], [-0.24, 0.75, 0.10], [-0.24, -0.28, -0.97], [0.07, 0.42, -0.89], [0.12, 1.55, 0.38], [-1.51, 0.30, -0.21], [-0.45, 0.18, 0.65], [-2.55, -0.29, 0.72], [-1.28, 3.11, 0.05], [0.88, -0.05, -0.22], [1.11, -0.63, 0.88], [-0.14, 1.05, 0.61], [2.29, 1.12, 1.58]]
}